[1]
{
  "formula": "C4H15N2O",
  "method": "wB97M-V/def2-TZVPD",
  "symbols": ["C", "C", "C", "C", "N", "N", "H", "H", "H", "H", "H", "H", "H", "H", "H", "H", "H", "H", "H", "H", "H", "O"],
  "coordinates": [[0.02679, 1.35125, -0.70464], [-0.75703, 0.08533, -0.57390], [-0.07486, -1.03698, 0.15009], [1.23822, -1.52595, -0.62403], [0.96775, -2.59065, -1.56241], [0.16614, 2.12689, 0.52441], [1.09230, 1.31875, -1.10653], [-0.58136, 1.80214, -1.58047], [-0.92121, -0.37270, -1.74754], [-1.88709, 0.41940, -0.47854], [0.14808, -0.87247, 1.17843], [-0.67165, -2.00623, -0.05819], [2.03528, -1.90236, 0.12923], [1.77452, -0.56134, -0.84012], [0.65839, -3.50488, -1.18006], [1.88679, -2.83106, -1.89052], [1.09998, 1.88708, 0.90529], [-0.57792, 1.81989, 1.21752], [0.06559, 3.14441, 0.44532], [-2.25416, 0.52131, 2.15381], [-1.71324, 1.45644, 3.27920], [-1.72130, 1.27174, 2.36366]],
  "atomic_forces_ev_per_a": [[0.344, 0.694, -4.466], [-2.009, -1.091, -3.853], [-0.256, -3.462, -1.978], [0.952, 0.677, 4.069], [0.349, 0.165, -1.008], [-0.419, 0.165, 1.623], [-1.503, -0.579, 0.286], [1.209, 0.621, 1.887], [0.856, 1.423, 2.973], [2.083, -1.055, 0.906], [-0.075, 0.037, 0.913], [0.248, 1.673, 1.313], [-1.513, 0.423, -0.356], [-0.437, -1.223, -1.695], [-0.048, 1.314, 0.457], [0.271, -0.181, -0.898], [-0.771, 0.526, 0.130], [0.429, 0.120, -0.008], [0.289, -0.244, -0.282], [-0.660, -0.795, 0.181], [-0.263, 0.029, 1.597], [0.925, 0.763, -1.790]],
  "mulliken_charge": [-0.7171, -0.6282, -0.7230, -0.3860, -0.6988, -0.0795, 0.3594, 0.2943, 0.3564, 0.3967, 0.4239, 0.2797, 0.3128, 0.2811, 0.2497, 0.2768, 0.4302, 0.2188, 0.3823, 0.3032, 0.3027, -0.6354],
  "fmax_ha_per_bohr": 0.0881,
  "multiplicity": 1,
  "relative_energy_kcal_mol": 65.6,
  "energy_ev": -9410.816,
  "orbital_gap_ev": 9.0573,
  "total_charge": 1,
  "e_lumo_ev": -3.31
}

[2]
{
  "formula": "C4H15N2O",
  "method": "wB97M-V/def2-TZVPD",
  "symbols": ["C", "N", "C", "C", "N", "C", "H", "H", "H", "H", "H", "H", "H", "H", "H", "H", "H", "H", "H", "H", "H", "O"],
  "coordinates": [[1.07596, 1.19811, -0.40859], [-0.15982, 1.92175, -0.19932], [-0.60313, 2.27677, 1.14905], [0.87400, -0.24227, 0.07886], [-0.42166, -0.73700, -0.56955], [-0.23963, -0.98243, -2.03318], [1.32785, 1.18225, -1.48425], [1.94739, 1.57769, 0.12934], [-0.20390, 2.78109, -0.73069], [-0.10349, 2.95292, 1.84657], [-1.54005, 2.80800, 1.00085], [-0.93450, 1.38427, 1.70397], [1.62858, -0.92224, -0.31491], [0.72681, -0.31244, 1.15214], [-1.15032, -0.01720, -0.55152], [-0.72989, -1.60841, -0.13929], [-0.61521, -0.11583, -2.57617], [0.80451, -1.21210, -2.31122], [-0.76003, -1.86636, -2.42634], [-1.22400, -2.83608, 1.74247], [0.16705, -3.48555, 2.07599], [-0.28202, -2.75807, 1.62537]],
  "atomic_forces_ev_per_a": [[0.267, -0.489, 0.231], [-0.014, 0.869, 0.070], [-1.673, -0.540, 0.476], [-1.060, 0.187, -0.848], [0.521, -0.681, -0.939], [0.374, -0.584, -1.277], [-0.183, 0.168, 0.461], [0.061, 0.222, 0.013], [0.263, -0.226, -0.365], [1.140, -0.257, -0.455], [-0.259, 0.021, -0.142], [0.444, 0.137, -0.033], [0.150, 0.098, 0.500], [0.201, -0.121, -0.008], [0.207, 0.250, 0.766], [0.155, 0.109, 0.412], [0.289, -0.045, 0.002], [-0.321, 0.567, 0.492], [-0.366, 0.287, 0.694], [-0.398, -0.503, 0.518], [-0.391, 0.083, -0.062], [0.593, 0.447, -0.507]],
  "mulliken_charge": [-0.5499, -0.2450, -0.9627, -0.8400, -0.0503, -0.9498, 0.4078, 0.3249, 0.2534, 0.3473, 0.3427, 0.2707, 0.4813, 0.3679, 0.3959, 0.3527, 0.3614, 0.3275, 0.3768, 0.3028, 0.2977, -0.6130],
  "fmax_ha_per_bohr": 0.0354,
  "multiplicity": 1,
  "relative_energy_kcal_mol": 29.5,
  "energy_ev": -9412.381,
  "orbital_gap_ev": 10.3771,
  "total_charge": 1,
  "e_lumo_ev": -2.87
}